## i
Density functional theory data (ωB97M-V/def2-TZVPD) for 2 unconnected molecules or ions with the total composition C7H12NO4P.

multiplicity = 1
LUMO (alpha / beta) = -0.9 / -0.8 eV
HOMO energy (alpha / beta) = -7.589 / -7.876 eV
frontier orbital gap (alpha / beta) = 6.7192 / 7.1146 eV

Each line ends with the Löwdin charge.
CARTESIAN COORDINATES (ANGSTROEM)
C1 0.30 -3.31 1.44  -0.001
C2 1.29 -2.56 2.03  0.001
C3 -0.49 -2.38 0.69  -0.404
C4 1.08 -1.22 1.59  -0.400
C5 -1.93 1.88 0.55  -0.080
C6 1.35 0.53 -2.75  -0.173
C7 -1.18 2.61 -0.55  -0.313
N1 -0.03 -1.14 0.81  0.087
O1 1.49 1.53 -0.13  -0.349
O2 -1.56 -2.68 -0.04  0.114
O3 1.85 -0.20 1.88  0.108
O4 -0.66 1.71 -1.51  -0.297
P1 0.60 0.77 -1.06  0.774
H1 0.10 -4.36 1.53  0.104
H2 2.10 -2.88 2.65  0.106
H3 -2.30 2.59 1.29  0.078
H4 -2.77 1.33 0.13  0.075
H5 -1.26 1.17 1.03  0.045
H6 2.07 -0.28 -2.70  0.036
H7 0.56 0.28 -3.45  0.036
H8 1.84 1.45 -3.03  0.048
H9 -0.36 3.19 -0.11  0.108
H10 -1.84 3.28 -1.11  0.119
H11 -1.90 -1.86 -0.43  0.120
H12 1.68 0.56 1.25  0.058


## ii
Density functional theory data (ωB97M-V/def2-TZVPD) for 2 unconnected molecules or ions with the total composition C7H12NO4P.

multiplicity = 1
LUMO = 0.5 eV
HOMO energy = -7.913 eV
frontier orbital gap = 8.4276 eV

Each line ends with the Löwdin charge.
CARTESIAN COORDINATES (ANGSTROEM)
C1 3.05 -0.23 0.84  -0.050
C2 2.28 0.68 1.68  0.000
C3 2.42 -0.38 -0.33  -0.411
C4 1.21 0.96 0.88  -0.438
C5 -1.19 -1.80 0.90  -0.079
C6 -0.80 2.28 -1.83  -0.162
C7 -1.39 -1.29 -0.43  -0.223
N1 1.26 0.25 -0.28  0.034
O1 -3.98 1.05 0.24  -0.132
O2 2.85 -1.07 -1.43  0.072
O3 0.06 1.68 0.81  -0.057
O4 -1.39 0.21 -0.56  -0.277
P1 -0.23 1.19 -0.72  0.689
H1 4.04 -0.55 1.13  0.103
H2 2.63 1.11 2.67  0.130
H3 -2.11 -1.82 1.55  0.099
H4 -1.04 -2.95 0.81  0.114
H5 -0.19 -1.42 1.31  0.105
H6 -1.20 1.54 -2.59  0.039
H7 -3.39 1.33 -0.55  0.051
H8 -0.04 3.04 -1.94  -0.005
H9 -2.35 -1.37 -0.79  0.093
H10 -0.72 -1.65 -1.20  0.124
H11 3.59 -1.64 -1.23  0.108
H12 -3.37 0.87 1.04  0.074


Ranking the structures above by stability puts i first and ii last.